C5H10ClNO as an isolated structure. Source: the Open Molecules 2025 dataset; level of theory: ωB97M-V with the def2-TZVPD basis set.

Computed properties:
* multiplicity: 3
* ⟨S²⟩: 2.017
* LUMO energy (alpha / beta): 0.7 / -3.5 eV
* HOMO energy (alpha / beta): -6.33 / -9.38 eV
* gap between HOMO and LUMO (alpha / beta): 7.035 / 5.915 eV

Each line ends with the Löwdin spin population.
Positions of all 18 atoms, in Å:
C  -1.70394  -0.46710  -0.81203  0.180
C  -0.47760  -1.49903  1.12230  0.037
C  0.52585  1.28379  -1.23651  0.016
C  1.73735  0.28771  0.62888  0.024
C  -0.47212  -0.48558  0.03893  0.334
N  0.58759  0.22988  -0.24564  0.209
O  -2.58490  -1.28925  -0.67705  0.395
Cl  -2.08445  1.42524  0.58734  0.755
H  -1.67924  0.20355  -1.67932  0.003
H  -0.32397  -1.05400  2.10352  0.009
H  0.30447  -2.24222  0.95241  0.011
H  -1.44815  -1.99558  1.09900  0.000
H  0.38801  0.87224  -2.23588  0.008
H  -0.32294  1.93145  -0.99009  0.004
H  1.44542  1.86268  -1.21028  0.000
H  1.62526  1.12135  1.32908  0.012
H  1.84829  -0.63282  1.19444  0.001
H  2.63508  0.44768  0.03090  0.002

Cartesian forces (eV/Å) of the 6 atoms listed first:
C 3.6394 0.8084 -0.5165
C -0.0303 -0.0956 0.0147
C -0.3700 0.2638 0.0520
C 0.0766 -0.0506 0.1373
C -3.0259 -2.1498 -0.8078
N 1.9076 1.3774 -0.5372